1.
Entry from OMol25: a structure of composition C20H38AsN2O3S4SbSe3Zr at a distorted geometry (ωB97M-V with the def2-TZVPD basis set).

CARTESIAN COORDINATES (ANGSTROEM)
Zr1 10.231 12.001 12.912
O1 11.090 14.461 6.758
C1 11.949 14.418 7.902
C2 11.365 13.641 9.149
C3 12.384 13.917 10.212
O2 12.123 13.295 11.448
C4 11.301 12.183 8.682
Se1 10.557 10.864 9.932
C5 10.024 14.247 9.462
Se2 8.898 13.450 10.852
H1 10.655 13.604 6.676
H2 12.031 15.466 8.208
H3 12.929 13.975 7.649
H4 12.437 15.029 10.316
H5 13.336 13.629 9.782
H6 12.974 12.891 11.771
H7 12.266 11.732 8.398
H8 10.517 12.096 7.932
H9 9.517 14.221 8.495
H10 10.348 15.232 9.720
S1 15.066 11.927 11.130
Sb1 13.873 10.209 12.006
S2 12.582 11.502 13.760
S3 12.240 9.411 10.219
C6 9.774 11.831 15.130
H11 9.084 10.950 15.216
H12 9.342 12.697 15.628
H13 10.719 11.655 15.631
C7 11.477 15.773 16.795
C8 11.757 14.514 15.952
As1 11.329 14.462 14.046
C9 10.155 16.007 13.923
C10 8.669 15.637 14.133
C11 12.909 15.189 13.244
C12 13.552 16.297 14.009
H14 11.889 15.437 17.732
H15 10.372 16.013 16.882
H16 12.042 16.601 16.400
H17 11.208 13.690 16.422
H18 12.808 14.339 15.945
H19 10.346 16.529 12.980
H20 10.468 16.698 14.660
H21 8.334 14.911 13.392
H22 8.042 16.520 14.182
H23 8.517 15.160 15.113
H24 12.566 15.525 12.287
H25 13.602 14.371 13.094
H26 12.877 17.109 14.288
H27 14.403 16.768 13.454
H28 14.043 15.989 14.894
C13 6.094 12.200 14.650
S4 6.879 10.970 13.569
C14 5.630 10.768 12.296
O3 7.945 11.878 12.944
H29 5.239 11.790 15.176
H30 5.784 13.055 14.005
H31 6.887 12.488 15.346
H32 4.708 10.336 12.698
H33 6.089 10.049 11.599
H34 5.453 11.721 11.823
Se3 8.810 8.806 11.765
N1 9.922 9.604 12.998
C15 10.038 8.620 14.008
C16 10.859 8.671 15.127
C17 10.823 7.717 16.097
C18 9.919 6.644 16.041
C19 9.086 6.533 14.947
C20 9.199 7.450 13.868
N2 8.472 7.321 12.765
H35 11.577 9.485 15.266
H36 11.477 7.832 16.961
H37 9.928 5.838 16.771
H38 8.410 5.665 14.894

Force components x, y, z for each atom (eV/Å):
Zr 0.648 -0.903 -0.622
O 0.172 -0.241 0.280
C -0.627 -0.070 0.331
C 0.594 -0.692 -1.272
C 0.009 0.634 -0.259
O 0.407 -0.503 -0.148
C -0.197 -0.157 0.828
Se 0.519 -0.769 1.012
C 0.426 -0.694 -0.345
Se -0.062 0.258 0.143
H 0.156 0.036 -0.101
H 0.405 -0.087 -0.139
H -0.270 0.312 0.024
H -0.109 -0.476 0.250
H 0.537 -0.382 0.510
H -0.430 0.129 -0.333
H -0.428 0.411 -0.138
H 0.372 0.057 -0.584
H -0.632 0.404 0.414
H -0.705 1.119 0.212
S 0.116 0.493 -0.290
Sb -0.320 -0.409 0.629
S 0.085 -0.476 -0.704
S -0.168 0.538 -0.086
C -0.607 -0.262 -0.213
H 0.679 0.611 0.236
H -0.411 0.203 -0.018
H -0.035 -0.394 0.241
C -0.904 -0.887 -0.706
C -1.288 0.086 -0.038
As -1.172 -0.328 -0.058
C -0.781 -0.217 -0.628
C 0.649 -0.256 0.575
C 0.276 -0.105 0.260
C 0.929 1.617 -0.663
H -0.106 0.637 0.828
H 1.362 -0.215 -0.044
H -0.010 0.522 0.132
H 0.495 -0.050 -0.207
H 0.785 -0.509 0.331
H -0.272 -0.336 -0.169
H 0.258 0.811 0.954
H -0.130 0.267 -0.190
H -0.215 0.198 -0.432
H 0.272 -0.033 -0.091
H -0.033 0.210 -0.570
H 0.166 -0.150 -0.072
H -0.097 -0.019 -0.137
H -0.749 -0.292 -0.009
H 0.257 -0.659 1.182
C -0.103 0.269 -0.817
S 0.482 0.659 0.416
C 0.354 -0.493 -0.093
O -0.303 -0.491 -0.127
H -0.084 -0.159 0.084
H 0.327 -0.546 0.528
H -0.174 0.006 -0.122
H 0.225 0.102 0.181
H -0.222 0.366 0.147
H -0.035 0.323 -0.203
Se -0.227 -0.375 0.089
N -0.102 -0.678 0.898
C -0.376 0.573 -0.913
C 0.977 1.418 0.054
C -0.095 -0.774 1.100
C 0.018 -0.060 -0.550
C 0.311 -0.751 0.227
C -0.155 0.460 0.635
N -0.366 0.544 -0.953
H -0.415 -0.173 -0.333
H -0.053 -0.118 -0.209
H -0.073 0.312 0.155
H 0.277 0.605 -0.300

Properties
Charge: -1
Total energy in Ha: -12440.32302
E_LUMO (spin up / spin down) in eV: 1.9 / 1.9
Relative energy (zero: lowest compared OMol25 entry of this formula, charge and spin) in eV: 0.000
Kohn-Sham gap (spin up / spin down) in eV: 5.13 / 6.22
2S+1: 2

Okay, here come the Mulliken numbers, in e, for every atom: Zr -0.29; O -0.56; C -1.14; C 2.07; C -1.40; O 1.66; C -1.62; Se 0.15; C -1.39; Se -0.43; H 0.36; H 0.49; H 0.45; H 0.25; H 0.21; H -0.89; H 0.55; H 0.48; H 0.49; H 0.49; S -0.65; Sb 0.33; S -0.46; S -0.45; C -1.53; H 0.44; H 0.53; H 0.45; C -1.41; C -0.73; As 1.15; C -1.09; C -1.03; C -0.15; C -1.49; H 0.52; H 0.19; H 0.26; H 0.42; H 0.66; H 0.41; H 0.62; H 0.08; H 0.51; H 0.19; H 0.01; H 0.40; H 0.29; H 0.40; H 0.38; C -0.94; S 0.73; C -0.99; O -0.15; H 0.43; H 0.27; H 0.20; H 0.42; H 0.26; H 0.33; Se 0.02; N -0.18; C 0.44; C -0.13; C -0.74; C -0.45; C -0.65; C 0.60; N -0.93; H 0.19; H 0.37; H 0.34; H 0.36



2.
Entry from OMol25: a structure of composition C22H47MnNOP2Si at a distorted geometry (ωB97M-V with the def2-TZVPD basis set).

CARTESIAN COORDINATES (ANGSTROEM)
Mn1 0.013 0.034 -0.832
Si1 -0.216 -2.252 -1.553
P1 2.358 -0.329 -0.957
P2 -2.465 0.127 -0.910
H1 1.121 0.797 -2.856
C1 3.264 1.253 -0.895
H2 4.338 1.042 -0.990
H3 3.076 1.774 0.052
H4 2.952 1.907 -1.718
C2 3.088 -1.106 -2.454
H5 4.183 -1.068 -2.355
H6 2.788 -0.551 -3.354
H7 2.758 -2.147 -2.555
C3 3.130 -1.280 0.407
H8 4.219 -1.306 0.245
H9 2.742 -2.305 0.439
H10 2.919 -0.796 1.368
C4 -3.123 1.825 -0.809
H11 -4.220 1.822 -0.803
H12 -2.765 2.413 -1.663
H13 -2.756 2.303 0.109
C5 -3.273 -0.498 -2.426
H14 -4.346 -0.265 -2.369
H15 -3.138 -1.583 -2.518
H16 -2.840 -0.002 -3.306
C6 -3.383 -0.668 0.467
H17 -4.462 -0.492 0.345
H18 -3.059 -0.229 1.421
H19 -3.191 -1.746 0.496
C7 -0.281 -2.443 -3.447
H20 0.554 -1.929 -3.940
H21 -1.234 -2.067 -3.843
H22 -0.212 -3.516 -3.676
H23 0.871 -3.160 -1.103
H24 -1.479 -2.871 -1.070
C8 0.269 1.519 -3.150
O1 -0.528 1.501 -1.988
C9 0.770 2.944 -3.356
H25 0.879 3.175 -4.424
H26 1.744 3.110 -2.888
H27 0.055 3.650 -2.910
C10 -0.405 0.968 -4.399
H28 -1.393 1.430 -4.502
H29 -0.516 -0.121 -4.400
H30 0.189 1.205 -5.292
C11 -1.216 -3.279 3.949
C12 -0.065 -2.746 3.074
C13 -0.199 -3.185 1.625
C14 0.165 -1.257 3.295
C15 0.446 -0.879 4.593
C16 0.632 0.446 4.973
C17 0.599 1.442 3.993
C18 0.363 1.136 2.669
C19 0.288 2.303 1.685
C20 -0.996 3.096 1.930
C21 1.499 3.227 1.808
C22 0.139 -0.241 2.247
N1 -0.052 -0.487 0.967
H31 -2.173 -2.827 3.660
H32 -1.038 -3.052 5.006
H33 -1.306 -4.369 3.846
H34 0.845 -3.240 3.459
H35 -1.055 -2.701 1.141
H36 0.712 -2.932 1.070
H37 -0.344 -4.271 1.554
H38 0.511 -1.647 5.363
H39 0.799 0.718 6.012
H40 0.746 2.483 4.273
H41 0.253 1.900 0.653
H42 -0.949 3.614 2.898
H43 -1.152 3.843 1.142
H44 -1.868 2.431 1.958
H45 2.439 2.663 1.805
H46 1.522 3.937 0.971
H47 1.459 3.803 2.742

Force components x, y, z for each atom (eV/Å):
Mn -2.167 -0.397 1.753
Si -0.117 0.421 -0.664
P -0.390 -0.157 0.129
P 0.625 -0.339 0.540
H -0.486 1.157 -1.259
C 0.267 0.107 -0.022
H -0.180 0.168 0.051
H 0.015 -0.198 -0.254
H 0.060 -0.218 0.197
C 0.157 0.109 0.061
H -0.266 -0.118 -0.145
H 0.090 -0.149 0.274
H 0.081 0.234 0.078
C 0.132 0.095 -0.093
H -0.283 -0.047 0.089
H 0.057 0.254 -0.068
H -0.043 -0.083 -0.243
C 0.056 0.354 -0.075
H 0.190 -0.096 0.059
H -0.038 -0.234 0.255
H -0.152 -0.148 -0.301
C -0.172 0.058 0.032
H 0.212 -0.130 -0.112
H -0.046 0.231 0.037
H -0.090 -0.139 0.309
C -0.238 -0.021 -0.159
H 0.209 -0.116 0.081
H 0.025 -0.099 -0.280
H -0.002 0.211 -0.019
C 0.042 -0.239 0.151
H -0.240 -0.134 0.044
H 0.316 -0.080 0.020
H -0.032 0.218 -0.063
H 0.125 0.047 0.013
H -0.023 0.006 0.058
C 1.223 -0.725 0.950
O 0.586 -0.849 -0.317
C 0.219 0.261 -0.424
H 0.037 0.074 0.210
H -0.152 0.062 0.044
H 0.125 -0.242 -0.144
C -0.099 -0.113 -0.194
H 0.055 0.005 -0.104
H -0.113 0.340 0.260
H -0.117 0.067 0.158
C -0.019 0.059 -0.123
C 0.351 -0.340 0.207
C -0.122 -0.241 -0.063
C -0.040 0.260 -0.589
C -0.025 0.178 0.442
C 0.103 0.256 -0.159
C -0.107 -0.196 0.175
C 0.005 0.140 -0.098
C 0.043 -0.494 0.049
C -0.205 0.042 -0.006
C 0.128 0.106 -0.132
C 0.161 0.305 0.784
N 0.373 0.461 -1.790
H 0.116 -0.038 0.020
H -0.135 -0.067 -0.196
H 0.035 0.231 -0.016
H -0.144 0.105 -0.045
H 0.292 -0.159 0.117
H -0.421 -0.048 0.113
H 0.048 0.105 0.172
H -0.033 0.108 -0.143
H 0.039 -0.147 -0.169
H -0.017 -0.158 0.073
H 0.035 0.174 0.497
H -0.009 -0.100 -0.195
H 0.013 -0.060 0.123
H 0.173 0.130 0.018
H -0.159 0.117 0.058
H 0.000 -0.059 0.180
H 0.065 -0.079 -0.216

Properties
Total energy in Ha: -3119.57392
E_LUMO (spin up / spin down) in eV: 0.2 / -0.1
Kohn-Sham gap (spin up / spin down) in eV: 6.74 / 6.92
2S+1: 4

Okay, here come the Mulliken numbers, in e, for every atom: Mn -0.60; Si 0.88; P 1.06; P 1.06; H -1.89; C -0.86; H 0.52; H 0.03; H 0.04; C -1.17; H 0.51; H 0.29; H 0.26; C -1.16; H 0.53; H 0.24; H 0.27; C -1.26; H 0.48; H 0.23; H 0.21; C -1.21; H 0.49; H 0.29; H 0.25; C -1.34; H 0.55; H 0.25; H 0.28; C -1.39; H 0.32; H 0.33; H 0.46; H -0.28; H -0.29; C 3.02; O -0.55; C -1.47; H 0.41; H 0.29; H 0.23; C -1.53; H 0.30; H 0.08; H 0.54; C -1.40; C 0.61; C -0.44; C 0.91; C -0.66; C -1.40; C -0.38; C 0.48; C 2.45; C -1.69; C -1.97; C -0.77; N 1.09; H 0.29; H 0.40; H 0.41; H 0.31; H -0.34; H -0.32; H 0.36; H 0.43; H 0.35; H 0.28; H -1.16; H 0.43; H 0.45; H 0.25; H 0.44; H 0.40; H 0.44



3.
Entry from OMol25: the molecule C4H7NO (ωB97M-V with the def2-TZVPD basis set).

CARTESIAN COORDINATES (ANGSTROEM)
N1 1.988 -0.297 -0.383
C1 1.090 0.616 0.129
O1 1.263 1.824 0.054
C2 -0.074 0.073 0.886
C3 -1.227 -0.714 -0.384
C4 -1.354 0.595 0.417
H1 2.062 -1.184 0.093
H2 2.870 0.110 -0.667
H3 -0.329 -1.259 0.098
H4 -1.015 -0.566 -1.441
H5 -2.021 -1.429 -0.173
H6 -2.180 0.603 1.129
H7 -1.330 1.487 -0.212

Force components x, y, z for each atom (eV/Å):
N 0.097 0.088 0.093
C 0.046 0.103 -0.041
O -0.057 -0.395 0.018
C -0.092 0.186 -0.014
C -0.133 -0.059 -0.186
C -0.068 0.128 0.073
H -0.059 0.122 -0.066
H -0.105 -0.049 0.009
H 0.051 -0.045 -0.048
H -0.003 0.001 0.185
H 0.146 0.099 0.015
H 0.158 -0.027 -0.121
H 0.019 -0.150 0.085

Properties
Total energy in Ha: -286.49589
E_LUMO in eV: 0.7
Relative energy (zero: lowest compared OMol25 entry of this formula, charge and spin) in eV: 3.694
Kohn-Sham gap in eV: 9.37

Okay, here come the natural (NBO) numbers, in e, for every atom: N -0.84; C 0.56; O -0.60; C -0.10; C -0.55; C -0.46; H 0.39; H 0.40; H 0.28; H 0.24; H 0.25; H 0.21; H 0.23



> Number 2 is which compound?

C22H47MnNOP2Si